No. 1
Entry from OMol25: a single C3H5ClN2S molecule (the ωB97M-V functional and the def2-TZVPD basis).

Summary:
Charge: 0
Structure (SMILES): Cl/N=C1/NCCS1
HOMO (eV): -8.99
Kohn-Sham gap (eV): 9.610

Last column: Mulliken charge in e.
Element x y z (Å)
1 Cl 3.073843 1.605861 -1.464691  -0.1136
2 N 1.564195 1.812297 -0.714185  -0.3632
3 C 0.851679 0.794928 -0.551749  0.4021
4 N -0.419913 0.930900 0.354980  -0.4198
5 C -0.870720 -0.370697 0.844183  -0.4343
6 C -0.628614 -1.247179 -0.377500  -0.4584
7 S 1.090735 -0.907108 -0.887088  -0.0925
8 H -0.415275 1.813764 0.993291  0.3056
9 H -1.955542 -0.513258 1.299152  0.2675
10 H -0.221866 -0.573069 1.703680  0.3090
11 H -0.664497 -2.434675 -0.108597  0.3188
12 H -1.404026 -0.911764 -1.091475  0.2788

Forces on atoms 1 to 6 (eV/Å):
Cl 0.0 -0.3 -0.3
N 0.0 0.9 0.2
C -3.0 -0.4 3.4
N 1.5 2.4 -1.4
C -0.2 0.0 1.4
C -0.4 -2.8 1.4


No. 2
Entry from OMol25: a gas-phase ion, C9H15ClN3 (charge +1) (the ωB97M-V functional and the def2-TZVPD basis).

Summary:
Charge: +1
Structure (SMILES): CNC(C)(C)C[N+]1=C=CC(Cl)=NC1
HOMO (spin up / spin down) (eV): -12.92 / -12.92
Kohn-Sham gap (spin up / spin down) (eV): 7.392 / 7.394

Last column: Mulliken charge in e.
Element x y z (Å)
1 C -1.652747 1.498756 1.186817  -0.8959
2 N -1.513284 0.386812 0.222081  -0.1719
3 C -0.788944 0.664334 -1.026479  1.0787
4 C -1.011900 2.106012 -1.711458  -1.3199
5 C -0.881465 -0.527057 -1.968560  -1.6405
6 C 0.692790 0.506120 -0.599494  -1.3018
7 N 0.909366 -0.758495 0.181604  0.2504
8 C 0.211869 -1.143831 1.206074  0.3136
9 C 0.610847 -1.678298 2.311579  -0.5104
10 C 2.119526 -1.725658 2.353920  0.6334
11 Cl 2.597643 -2.056240 3.918695  -0.0992
12 N 2.804072 -1.744330 1.295394  -0.4464
13 C 2.155630 -1.549902 0.067742  -0.5541
14 H -2.260945 1.136820 2.134972  0.3041
15 H -0.670940 1.777622 1.335782  0.4136
16 H -2.179005 2.481770 0.736333  0.2561
17 H -2.391135 -0.048953 -0.023990  0.3079
18 H -2.029951 2.057758 -2.077474  0.3584
19 H -0.217898 2.014254 -2.447233  0.4231
20 H -0.863816 2.920343 -0.877361  0.3288
21 H -0.417582 -0.311469 -2.849524  0.5149
22 H -1.940929 -0.749221 -2.198782  0.4033
23 H -0.377562 -1.433777 -1.720601  0.3751
24 H 1.237159 0.558176 -1.509967  0.5712
25 H 1.278465 1.236914 -0.005427  0.3712
26 H -0.087912 -2.137325 3.029764  0.3584
27 H 2.886677 -0.953881 -0.449904  0.3696
28 H 1.781972 -2.527252 -0.514504  0.3081

Forces on atoms 1 to 6 (eV/Å):
C -3.8 0.3 -0.5
N -0.9 0.0 -0.1
C 1.6 0.0 2.0
C 0.8 -1.7 3.0
C -3.1 0.1 0.8
C 1.3 0.6 1.7


No. 3
Entry from OMol25: a molecular structure, C47H52F6InN2O2S2 (the ωB97M-V functional and the def2-TZVPD basis).

Summary:
Charge: -1
HOMO (eV): -4.41
Kohn-Sham gap (eV): 6.204

Last column: Mulliken charge in e.
Element x y z (Å)
1 C -6.739081 -1.111361 1.559945  -1.0775
2 C -5.762164 -0.359886 2.586459  0.6669
3 C -5.864879 1.228485 2.453619  -0.9845
4 In -3.800049 2.126723 2.358116  0.8536
5 S -2.998409 2.358755 4.710501  -0.5981
6 C -2.486919 0.566634 1.327789  -0.9360
7 C -1.662289 -0.303258 2.368305  -0.2385
8 C -0.091678 -0.241301 2.170522  -0.5989
9 C 0.523962 -1.592731 1.627436  -0.4764
10 O -0.344138 -2.328848 0.763731  -0.5700
11 C -3.645837 3.989098 1.097861  -0.8015
12 C -3.729476 5.362105 1.865249  -0.6251
13 S -2.087919 5.924071 2.550407  -0.1839
14 C -2.304117 5.760378 4.330425  0.5684
15 N -3.330303 6.118076 5.128047  -0.3335
16 N -2.934375 5.704151 6.357690  -0.3825
17 C -1.746876 5.127503 6.342490  0.0182
18 O -1.303915 5.156405 5.025871  -0.2203
19 H -6.116084 -1.837436 0.977999  0.2242
20 H -7.226630 -0.375545 0.874301  0.3623
21 H -7.529175 -1.710806 2.087953  0.1698
22 H -4.712144 -0.732801 2.487580  -0.3240
23 H -6.107135 -0.663772 3.610599  0.1129
24 H -6.538469 1.495620 1.604256  0.3216
25 H -6.321969 1.580641 3.418605  0.2365
26 H -3.998761 2.874730 5.493269  0.0897
27 H -3.130222 -0.097058 0.689658  0.2734
28 H -1.818006 1.116676 0.607893  0.1463
29 H -2.066768 -1.350275 2.310264  0.2875
30 H -1.866190 0.046040 3.410745  0.2296
31 H 0.240067 0.650633 1.574372  0.1914
32 H 0.355514 -0.084616 3.193388  0.4084
33 H 0.761159 -2.215043 2.531071  0.3993
34 H 1.487116 -1.341959 1.103978  0.0709
35 H -0.567451 -1.727959 0.030329  0.3422
36 H -2.667495 3.953632 0.537669  0.1662
37 H -4.459673 3.981918 0.324543  0.1451
38 H -4.543577 5.428180 2.624530  0.3617
39 H -3.975164 6.148832 1.093679  0.3702
40 H -1.191416 4.684478 7.183538  0.3382
41 F -4.042977 1.557826 -1.322768  -0.1361
42 C -3.683778 2.143006 -2.469145  0.2374
43 C -4.538380 3.053419 -3.065798  -0.4683
44 C -4.158989 3.662807 -4.254798  -0.4031
45 C -2.936066 3.347797 -4.838128  -0.5388
46 C -2.089933 2.428004 -4.229772  -0.3530
47 C -2.463693 1.826040 -3.035312  -0.6839
48 H -5.489552 3.279576 -2.600412  0.4418
49 H -4.816337 4.382858 -4.727254  0.3684
50 H -2.643247 3.821274 -5.768334  0.3626
51 H -1.138454 2.179544 -4.685622  0.4383
52 H -1.814972 1.113749 -2.541425  0.7031
53 F -5.975220 -2.872428 5.100991  -0.3531
54 C -5.411076 -3.924846 4.489462  0.1754
55 C -4.153884 -4.347282 4.882465  -0.3755
56 C -3.576489 -5.440989 4.249658  -0.5365
57 C -4.257065 -6.090851 3.224978  -0.0871
58 C -5.516408 -5.650285 2.837534  -0.6730
59 C -6.097207 -4.564508 3.478859  -0.1572
60 H -3.636038 -3.822757 5.675768  0.4389
61 H -2.595620 -5.785929 4.553808  0.3683
62 H -3.804362 -6.939498 2.729117  0.4670
63 H -6.045301 -6.151872 2.035769  0.3722
64 H -7.081428 -4.212111 3.196304  0.3918
65 F -3.835156 -8.465507 1.363921  -0.3335
66 C -2.761967 -8.949393 0.713365  0.4030
67 C -2.026306 -9.970072 1.286792  -0.3952
68 C -0.921287 -10.472259 0.612316  -0.3719
69 C -0.560114 -9.941090 -0.620341  -0.4794
70 C -1.306136 -8.911994 -1.182056  -0.3711
71 C -2.417667 -8.415758 -0.514458  -0.3707
72 H -2.318844 -10.365035 2.251772  0.4089
73 H -0.341433 -11.276868 1.047836  0.3462
74 H 0.305147 -10.330906 -1.143559  0.3590
75 H -1.021743 -8.495517 -2.140572  0.3540
76 H -3.015849 -7.619984 -0.940262  0.4166
77 F -0.060173 0.371110 -0.886628  -0.0746
78 C 1.005507 0.947840 -1.470549  0.1899
79 C 2.227367 0.300512 -1.452921  -0.3799
80 C 3.321807 0.901386 -2.062853  -0.5783
81 C 3.182992 2.144294 -2.672251  -0.3897
82 C 1.948223 2.784093 -2.676941  -1.0419
83 C 0.852085 2.178938 -2.076957  -0.3053
84 H 2.317268 -0.663005 -0.966325  0.3997
85 H 4.283377 0.401199 -2.062705  0.4037
86 H 4.037349 2.612020 -3.142554  0.7040
87 H 1.839758 3.753945 -3.147639  0.3830
88 H -0.118960 2.656684 -2.076214  0.7682
89 F 5.920608 2.626298 -3.715323  -0.3621
90 C 6.592954 1.599217 -4.267244  0.0881
91 C 7.508271 0.901204 -3.502138  -0.0504
92 C 8.198601 -0.161579 -4.068735  -0.5889
93 C 7.972568 -0.506222 -5.396318  -0.3724
94 C 7.052800 0.207415 -6.155411  -0.4667
95 C 6.353694 1.263955 -5.586694  -0.2655
96 H 7.676557 1.189624 -2.472076  0.4449
97 H 8.912646 -0.720248 -3.476171  0.3749
98 H 8.514920 -1.333253 -5.839180  0.3730
99 H 6.879937 -0.059127 -7.190955  0.3574
100 H 5.626831 1.825875 -6.159818  0.4180
101 F 11.188215 1.722267 -1.373455  -0.3231
102 C 10.946514 3.012661 -1.666359  0.2980
103 C 11.946228 3.775760 -2.240851  -0.3963
104 C 11.693442 5.106641 -2.547276  -0.3493
105 C 10.449360 5.659967 -2.266267  -0.4220
106 C 9.455688 4.882402 -1.684350  -0.4761
107 C 9.703577 3.549145 -1.387406  -0.2686
108 H 12.911433 3.329159 -2.444830  0.3985
109 H 12.466238 5.712484 -3.004457  0.3522
110 H 10.255090 6.699584 -2.502046  0.3726
111 H 8.487720 5.314443 -1.461838  0.3741
112 H 8.938271 2.926043 -0.941645  0.4410

Forces on atoms 1 to 6 (eV/Å):
C 0.9 -0.2 0.4
C -1.1 0.2 0.0
C 0.0 -0.7 0.9
In -0.5 -0.5 -1.1
S -0.1 0.2 0.7
C 0.3 -0.1 0.1


No. 4
Entry from OMol25: a single C10H10N2O2S molecule (the ωB97M-V functional and the def2-TZVPD basis).

Summary:
Expectation value of S²: 2.01
Charge: 0
2S+1: 3
HOMO (spin up / spin down) (eV): -6.75 / -8.41
Kohn-Sham gap (spin up / spin down) (eV): 7.364 / 6.233

Last column: Mulliken charge in e.
Element x y z (Å)
1 C -2.108532 -1.764402 0.576571  -0.4967
2 C -3.563003 -0.189103 0.203636  -0.3806
3 C -1.483567 -0.650741 0.024553  0.3090
4 C 2.227131 -0.519903 0.898583  0.1120
5 C 0.658549 -1.809542 -0.417465  -0.7405
6 C 2.673428 -0.013761 -0.490818  -0.5089
7 C 1.791565 1.213411 -0.693102  -0.7831
8 C 0.344152 0.884950 -0.939143  -0.9167
9 C -0.091386 -0.364675 -0.204236  0.9782
10 C 0.807274 -1.091518 0.844618  0.9154
11 N -2.412291 0.324703 -0.114404  -0.6263
12 N -3.383220 -1.479155 0.710856  -0.0810
13 O 2.865771 -0.507382 1.913702  -0.5779
14 O 0.317093 -1.638151 2.020901  -0.5848
15 S 0.440671 -3.143403 -1.264965  -0.2245
16 H -1.707384 -2.712295 0.876442  0.4320
17 H -4.623890 0.179924 0.207672  0.3762
18 H 3.751940 0.208345 -0.511841  0.3939
19 H 2.366146 -0.808108 -1.222050  0.2960
20 H 1.807240 1.789102 0.237110  0.3436
21 H 2.165785 1.842007 -1.492693  0.4013
22 H -0.439061 1.590262 -0.716079  0.4632
23 H 0.305878 0.652991 -2.005677  0.2877
24 H -4.081233 -1.911471 1.267028  0.2232
25 H 0.937427 -2.372334 2.231651  0.3893

Forces on atoms 1 to 6 (eV/Å):
C 2.5 -0.7 0.0
C -1.3 -0.8 1.3
C -1.1 -0.2 1.0
C 0.1 -0.2 -0.8
C 0.0 0.7 -0.3
C -0.3 -0.7 0.4


Which max |F| belongs to each record? In order, 4.5; 3.9; 3.5; 3.0 eV/A.